No. 1
C24H27CeF6NO2P2 | ωB97M-V with the def2-TZVPD basis set

Structure (XYZ):
```
63
Properties=species:S:1:pos:R:3
C -1.30645 3.53169 -2.81632
C -1.17935 2.23038 -2.31335
C 0.12510 1.69262 -2.22476
C 1.29902 2.52854 -2.39136
C 1.10772 3.85673 -2.81393
C -0.18865 4.32199 -3.09141
C 2.61678 1.95661 -1.82126
C 2.66962 0.55952 -2.44688
C 1.52427 -0.25265 -2.28131
C 1.60111 -1.66721 -2.29119
C 2.84357 -2.22505 -2.68511
C 3.96422 -1.41564 -2.93700
C 3.91577 -0.02699 -2.75408
H -2.33857 3.89411 -2.91786
H 1.95616 4.50349 -3.05633
H -0.38678 5.30167 -3.53103
H 3.48448 2.62497 -1.98940
H 2.88650 -3.32802 -2.75731
H 4.88382 -1.92513 -3.28553
H 4.80467 0.58021 -2.97889
N 0.37851 0.39443 -1.76909
Ce 0.48570 0.39374 0.44297
C -2.31244 1.38446 -1.84281
H -2.28684 0.38271 -2.27049
H -3.28230 1.82190 -2.01510
C 0.44715 -2.47550 -1.80919
H -0.47744 -2.16665 -2.29061
H 0.56653 -3.54166 -1.95095
P -2.26792 1.12547 0.02954
P 0.24343 -2.29510 0.05082
C 1.34653 -3.63301 0.57374
H 1.43180 -3.63700 1.65916
H 0.98340 -4.62226 0.28514
H 2.36146 -3.54106 0.19921
C -1.32398 -3.21628 0.25417
H -1.19786 -4.27091 -0.02901
H -1.64472 -3.19055 1.30015
H -2.14842 -2.80087 -0.33876
C -2.67275 2.79662 0.62058
H -3.66380 3.15493 0.33144
H -2.62265 2.78096 1.71161
H -1.94068 3.54477 0.30942
C -3.86851 0.33063 0.22692
H -4.03322 0.06957 1.26422
H -4.67904 0.97084 -0.10965
H -3.94139 -0.60802 -0.31092
C 2.86804 -0.58097 0.89930
O 3.84434 -1.16187 1.12897
H 2.77524 1.58369 -0.87247
C 0.41351 0.48034 4.77384
C -0.39000 -0.25661 3.70739
O 0.01247 0.09928 2.39449
C -0.19859 -1.77715 3.94289
F -0.34042 -2.08382 5.26140
F -1.03163 -2.55438 3.18132
F 1.12032 -2.13540 3.54441
C -1.90409 0.05681 3.91531
F -2.23147 -0.17861 5.21542
F -2.14415 1.38876 3.61833
F -2.71761 -0.66253 3.08841
H 1.48647 0.17049 4.70285
H -0.02880 0.14565 5.71365
H 0.30282 1.57233 4.64632
```

Values from the calculation:
* 2S+1: 1
* gap between HOMO and LUMO (alpha / beta): 6.298 / 6.305 eV
* total charge: +2
* max |F|: 6.08 eV/A
* E: -78708.5949 eV
* LUMO level (alpha / beta): -7.8249 / -7.8259 eV

***

No. 2
C13H52Fe2O21S2 | ωB97M-V with the def2-TZVPD basis set

Structure (XYZ):
```
90
Properties=species:S:1:pos:R:3
Fe 7.30367 0.56383 -7.83078
Fe 11.43780 -0.30785 -9.14171
S 9.50683 2.16466 -8.25552
O 10.59178 1.27805 -8.70529
O 8.83337 1.56559 -7.12289
O 9.76012 3.57515 -8.19991
O 8.34846 1.76390 -9.04958
S 8.60594 -1.71541 -8.38788
O 8.33906 -3.13002 -8.05769
O 7.58442 -0.87314 -9.04435
O 8.50876 -0.88785 -7.24880
O 9.92928 -1.41767 -8.88473
C 9.11293 1.90833 -3.38965
O 8.52180 0.85497 -4.05748
H 8.56889 2.82776 -3.60596
H 8.91888 1.72370 -2.33307
H 10.17518 2.01789 -3.60807
H 8.98898 0.05228 -3.81451
C 11.53673 0.52001 -12.22994
O 10.87321 -0.07506 -11.06140
H 10.71706 0.93152 -12.81892
H 12.16448 1.26928 -11.74764
H 12.16892 -0.20414 -12.74378
H 10.12911 -0.43434 -11.55010
C 2.22787 -0.41405 -6.50357
O 3.29326 -1.09066 -7.21271
H 2.68449 0.05953 -5.63449
H 1.82546 0.41902 -7.07990
H 1.50690 -1.09798 -6.05576
H 2.92147 -1.83315 -7.69445
C 9.19361 -3.69725 -5.03627
O 9.21194 -4.59392 -6.02936
H 8.25026 -3.17235 -5.18691
H 9.25108 -4.18140 -4.06140
H 10.03837 -3.02850 -5.20137
H 9.01184 -4.05598 -6.79888
C 4.96451 -0.57751 -12.51173
O 6.07506 0.30088 -12.23880
H 4.09535 -0.11857 -12.98293
H 5.22296 -1.44880 -13.11352
H 4.53525 -0.99921 -11.60289
H 6.22243 0.88785 -12.98403
C 4.20007 0.90423 -9.36489
O 5.58589 0.85817 -9.32374
H 3.87358 -0.02170 -9.83834
H 3.70726 0.94588 -8.39355
H 3.82305 1.78172 -9.89025
H 5.92630 0.80500 -10.21977
C 8.50085 -2.24217 -13.03185
O 8.74160 -1.19542 -12.07206
H 7.50913 -2.39457 -13.45772
H 9.12805 -1.99682 -13.88889
H 8.94160 -3.20764 -12.78341
H 7.97103 -0.62640 -12.13563
C 5.56750 2.21332 -5.61764
O 6.27125 2.27222 -6.89745
H 5.67093 3.04442 -4.92003
H 4.51879 1.94043 -5.73533
H 6.02689 1.54725 -4.88728
H 6.34213 3.20981 -7.09115
C 6.01644 -1.08004 -5.55280
O 5.78777 -0.38106 -6.76099
H 6.25347 -2.07456 -5.93077
H 6.98057 -0.81306 -5.12005
H 5.17459 -1.03329 -4.86200
H 4.85458 -0.54278 -6.91781
C 5.89966 -5.45898 -6.60145
O 5.71450 -4.22196 -7.26806
H 6.63855 -5.43563 -5.80046
H 5.00406 -5.76922 -6.06316
H 6.22441 -6.30673 -7.20473
H 6.49913 -4.17083 -7.81883
C 9.33586 6.66211 -9.67532
O 8.73150 5.43134 -9.91385
H 8.55052 7.41462 -9.60403
H 9.98226 6.71291 -8.79915
H 9.67673 7.06175 -10.63041
H 9.08493 4.76274 -9.32252
C 11.96055 0.25782 -6.07211
O 11.67372 -0.66919 -7.10821
H 12.96271 0.64067 -6.26498
H 11.29460 1.11976 -6.11300
H 12.00262 -0.16824 -5.06972
H 11.96435 -1.53285 -6.80616
C 6.64028 5.99651 -6.78650
O 7.16492 4.69077 -7.01535
H 5.79013 5.76301 -6.14555
H 7.43057 6.63671 -6.39449
H 6.24721 6.53998 -7.64571
H 7.89874 4.75416 -7.63105
```

Values from the calculation:
* expectation value of S²: 30.018
* 2S+1: 11
* gap between HOMO and LUMO (alpha / beta): 6.106 / 3.629 eV
* total charge: +2
* max |F|: 8.41 eV/A
* E: -147743.7966 eV
* LUMO level (alpha / beta): -7.4797 / -9.9546 eV

***

No. 3
C10H17N3O4 | ωB97M-V with the def2-TZVPD basis set

Structure (XYZ):
```
34
Properties=species:S:1:pos:R:3
C 1.90411 -0.97521 -0.51026
C 0.54974 -0.65640 0.16808
C 2.91386 -1.49889 0.44896
C 4.21704 -0.89829 0.18388
C 3.70589 0.48962 -0.11849
C -1.83380 -0.32851 0.01844
C -2.67361 -1.51219 0.11719
C -2.45069 0.83380 -0.77976
C -1.52188 2.13960 -1.05635
C -0.62166 2.37883 0.05446
H 1.70634 1.02811 -1.06448
H 1.82862 -1.80726 -1.30544
H 2.53954 -1.19684 1.46586
H 2.97381 -2.63163 0.59803
H 4.63372 -0.73053 1.14898
H 4.90374 -1.39103 -0.57001
H 4.47207 1.07365 -0.63047
H 3.53002 1.03999 0.83082
H -0.36747 -1.21028 -1.35251
H -1.53212 0.04025 1.03768
H -3.27118 1.31964 -0.24291
H -2.89580 0.43966 -1.67657
H -2.30959 2.91192 -1.22547
H -0.88018 1.85403 -1.87358
H -2.29064 2.32980 1.36962
H -0.72198 2.72182 2.09522
H -2.90604 -3.26040 -0.33828
N 2.44706 0.30537 -0.94405
N -0.61421 -0.76524 -0.50590
N -1.30828 2.45170 1.27166
O 0.61417 -0.25376 1.32913
O -3.71884 -1.59745 0.76118
O 0.57892 2.38352 -0.08823
O -2.25161 -2.57077 -0.52400
```

Values from the calculation:
* 2S+1: 1
* gap between HOMO and LUMO: 8.610 eV
* total charge: 0
* max |F|: 5.03 eV/A
* E: -23305.5658 eV
* LUMO level: 0.4954 eV

***

No. 4
C3H6FN | ωB97M-V with the def2-TZVPD basis set

Structure (XYZ):
```
11
Properties=species:S:1:pos:R:3
C -0.28908 -0.65076 -0.81794
C -0.81323 -0.88227 0.49214
C 1.20993 -0.04269 -0.46380
N 1.36746 1.15115 0.13420
F 1.83658 -1.02517 0.12474
H -0.26949 -1.51210 -1.48990
H -0.71064 0.27959 -1.27252
H -1.15078 -0.01355 0.93640
H -0.81247 -1.71094 1.03293
H 1.14287 2.09538 -0.27202
H 2.06795 1.09672 0.98634
```

Values from the calculation:
* 2S+1: 1
* gap between HOMO and LUMO (alpha / beta): 7.215 / 8.100 eV
* total charge: 0
* max |F|: 4.15 eV/A
* E: -7411.6003 eV
* LUMO level (alpha / beta): 0.6626 / 0.7749 eV

***

No. 5
C30H47Cl42N4O2 | ωB97M-V with the def2-TZVPD basis set

Structure (XYZ):
```
125
Properties=species:S:1:pos:R:3
C -2.56185 0.15863 0.15576
C -3.00958 0.77006 -1.25124
C -2.93615 2.37061 -1.35655
C -1.91211 3.07667 -0.34413
C -2.72052 3.48657 0.97686
C -1.81079 3.85702 2.23985
C -0.84720 2.68409 2.72748
C 0.27213 3.11161 3.78379
C 1.19619 4.34111 3.34580
C 2.68990 3.94508 2.95508
N 2.66233 3.02238 1.78633
C 1.77665 3.22040 0.68407
N 1.93248 2.16287 -0.27874
C 2.96292 1.39144 0.35877
N 3.50812 0.25580 -0.09503
O 3.11749 -0.36801 -1.25467
C 2.62179 -1.69911 -0.80317
C 1.17092 -2.05701 -1.37037
O 1.31045 -3.19132 -2.25553
C 1.08551 -2.82462 -3.64180
C -0.43920 -2.49114 -3.99794
N 3.44375 1.90861 1.61114
H -3.39804 0.26113 0.93837
H -2.45845 -0.97842 -0.00583
H -1.55187 0.51137 0.53405
H -4.11958 0.48937 -1.38284
H -2.47682 0.29009 -2.14854
H -3.95823 2.84812 -1.19615
H -2.60588 2.63051 -2.42743
H -1.56700 4.04337 -0.85870
H -0.98114 2.45181 -0.16350
H -3.30057 4.44667 0.71097
H -3.53132 2.71855 1.23016
H -2.53842 4.07647 3.10613
H -1.29606 4.84487 2.01092
H -1.52066 1.92254 3.26805
H -0.41161 2.09889 1.83636
H 0.91663 2.19046 4.03558
H -0.26041 3.41218 4.74697
H 1.27571 5.02990 4.26341
H 0.78240 4.98660 2.50915
H 3.38433 4.85103 2.81106
H 3.13090 3.35808 3.84003
H 1.00370 4.06604 0.57307
H 4.26927 -0.22144 0.41660
H 3.43054 -2.46075 -1.04276
H 2.52135 -1.66603 0.34241
H 0.54393 -2.43424 -0.48062
H 0.60095 -1.18077 -1.81474
H 1.82461 -1.99633 -3.89343
H 1.37843 -3.73614 -4.26893
H -0.82540 -3.24297 -4.75459
H -1.11428 -2.50437 -3.07792
H -0.50251 -1.45608 -4.48234
H 4.17403 1.57581 2.24934
C -0.17654 7.25023 -0.10794
Cl -1.84290 6.92683 -0.59782
Cl -0.13514 8.04615 1.47046
Cl 0.76785 5.74664 -0.07026
H 0.27545 7.91940 -0.84539
C -5.11335 2.32975 4.57940
Cl -3.51487 1.85126 5.16475
Cl -5.32087 4.08182 4.70044
Cl -5.35105 1.78941 2.91000
H -5.86439 1.85166 5.20438
C 2.44275 -5.12945 0.39808
Cl 3.94617 -5.49471 -0.45861
Cl 1.64590 -6.61973 0.92055
Cl 2.75528 -4.07172 1.78439
H 1.77712 -4.60758 -0.28718
C -2.33181 0.19714 8.92002
Cl -1.42224 1.25015 7.82537
Cl -2.77228 1.06596 10.39571
Cl -3.77432 -0.43321 8.11450
H -1.69690 -0.64242 9.19355
C 1.07009 9.46750 -3.90066
Cl 2.40072 10.49521 -3.35487
Cl 1.33986 8.92849 -5.56184
Cl 0.87555 8.07605 -2.81957
H 0.15284 10.05137 -3.87429
C 3.63921 -9.47695 -0.88927
Cl 4.53784 -10.21525 0.44328
Cl 4.72989 -9.06226 -2.22054
Cl 2.35715 -10.55602 -1.45100
H 3.17948 -8.56031 -0.52570
C -7.83523 1.33782 0.10047
Cl -6.54169 0.58459 -0.84427
Cl -8.46735 2.76215 -0.73644
Cl -9.13158 0.17672 0.41553
H -7.42187 1.65655 1.05456
C -5.51273 -3.58444 5.65770
Cl -3.87318 -3.75235 6.29995
Cl -6.22061 -2.03966 6.15244
Cl -5.50770 -3.72921 3.89495
H -6.12369 -4.38654 6.06533
C 1.19306 -8.65724 -4.88776
Cl -0.44886 -8.87960 -5.50660
Cl 1.15877 -7.84202 -3.31639
Cl 2.03034 -10.21197 -4.77115
H 1.73901 -8.02732 -5.58625
C 6.75257 -5.03386 -2.98839
Cl 8.25203 -5.37238 -3.86545
Cl 5.96592 -6.53190 -2.47477
Cl 7.06803 -3.98795 -1.59492
H 6.07884 -4.51056 -3.66295
C 8.29739 -4.76257 -7.52237
Cl 9.56578 -5.56136 -8.45929
Cl 7.78090 -3.27149 -8.32499
Cl 6.92358 -5.85377 -7.28061
H 8.70358 -4.50331 -6.54710
C -11.50087 0.53292 -2.52066
Cl -10.20871 -0.22078 -3.46489
Cl -12.12853 1.96146 -3.35416
Cl -12.80019 -0.62600 -2.20797
H -11.08671 0.84848 -1.56572
C 3.69311 4.45379 7.07092
Cl 4.95921 3.68551 6.10088
Cl 3.07935 5.90091 6.25912
Cl 2.37753 3.31519 7.38956
H 4.12597 4.75281 8.02293
C 4.48315 -2.21324 -5.96862
Cl 2.81765 -2.47218 -6.50390
Cl 4.51024 -1.49485 -4.34925
Cl 5.38177 -3.73423 -5.98200
H 4.96347 -1.52160 -6.65750
```

Values from the calculation:
* 2S+1: 1
* gap between HOMO and LUMO: 9.078 eV
* total charge: +1
* max |F|: 5.63 eV/A
* E: -567855.7370 eV
* LUMO level: -2.7988 eV

***

No. 6
C6H11NO12P2PbSe3Te | ωB97M-V with the def2-TZVPD basis set

Structure (XYZ):
```
37
Properties=species:S:1:pos:R:3
Pb 0.89386 -0.79787 -0.20818
O 0.63256 1.80613 -0.63141
C -0.70143 2.30333 -0.64124
C -1.67458 1.37905 0.07304
N -1.61109 0.00996 -0.44027
C -2.05063 -0.09300 -1.83083
C -0.91317 0.21340 -2.82904
O -1.11648 1.06647 -3.70868
O 0.13523 -0.47669 -2.65346
C -2.33310 -0.92087 0.43096
C -2.03843 -2.38499 0.05512
O -2.98525 -3.17332 -0.00639
O -0.80788 -2.65625 -0.16660
H 1.07055 1.99397 0.21805
H -0.96782 2.41394 -1.68990
H -0.73980 3.28884 -0.16536
H -2.69049 1.79375 -0.02664
H -1.39859 1.33710 1.12792
H -2.90229 0.56458 -2.04610
H -2.36710 -1.12108 -2.01398
H -3.41693 -0.76248 0.38591
H -1.97601 -0.77243 1.45264
O 2.65038 2.20337 1.20739
P 3.49209 0.84777 1.57964
O 4.86463 1.22187 1.97627
O 3.19668 -0.10168 0.45533
O 2.70334 0.33142 2.92281
P 1.11058 0.33060 3.23182
O 0.76938 1.92303 3.39460
O 0.88161 -0.33123 4.53185
O 0.35406 -0.09895 1.99314
H 2.96583 2.91228 1.77858
H 0.97785 2.12848 4.31420
Se 0.00018 -3.50360 -2.91307
Se 0.43068 -4.79536 -4.63358
Te 3.58691 -4.74027 -2.84701
Se 1.97469 -3.33929 -1.67750
```

Values from the calculation:
* 2S+1: 1
* gap between HOMO and LUMO (alpha / beta): 5.555 / 6.084 eV
* total charge: -2
* max |F|: 1.39 eV/A
* E: -259630.3806 eV
* LUMO level (alpha / beta): 2.3802 / 2.9041 eV

***

No. 7
C6H16 | ωB97M-V with the def2-TZVPD basis set

Structure (XYZ):
```
22
Properties=species:S:1:pos:R:3
C 0.29119 -2.04145 1.29225
C 1.11792 -3.01950 0.39642
H -0.33915 -1.41332 0.72663
H -0.22779 -2.41290 2.16819
H 1.13431 -1.40572 1.66509
H 1.30504 -3.94840 0.96239
H 2.05372 -2.53025 -0.10643
H 0.55802 -3.19671 -0.58584
C -0.36766 0.93848 -0.24411
C -1.09974 1.81438 0.72863
C -1.20775 1.11704 -1.56559
C 1.09019 1.42125 -0.46564
H -0.35212 -0.17263 0.07281
H -1.34182 2.70161 0.18304
H -1.39999 2.21273 -1.90867
H -0.78660 0.70253 -2.53201
H -2.20647 0.61103 -1.67885
H 1.60724 1.37933 0.41593
H 1.53060 1.03851 -1.38898
H 1.14752 2.45315 -0.85435
H -0.39366 2.15032 1.55888
H -2.11300 1.60050 1.16021
```

Values from the calculation:
* 2S+1: 1
* gap between HOMO and LUMO: 11.782 eV
* total charge: 0
* max |F|: 3.94 eV/A
* E: -6479.6088 eV
* LUMO level: 0.9896 eV

***

No. 8
C5H6OSi | ωB97M-V with the def2-TZVPD basis set

Structure (XYZ):
```
13
Properties=species:S:1:pos:R:3
C 1.46873 -1.77772 -0.03449
C 0.76394 0.38494 1.33490
C 1.06557 0.92267 -0.07041
C 0.76485 -0.54062 0.16077
C -0.09038 0.37874 -0.70162
O 1.98220 -2.35776 0.90587
Si -1.89897 0.82037 -0.53710
H 1.38933 -2.19460 -1.11494
H -0.24418 0.67866 1.92323
H 1.90527 1.46342 -0.35764
H -2.20222 -0.52803 -0.09364
H -2.43311 0.99416 -1.84969
H -2.47104 1.75576 0.43479
```

Values from the calculation:
* 2S+1: 1
* gap between HOMO and LUMO (alpha / beta): 7.924 / 8.128 eV
* total charge: 0
* max |F|: 3.88 eV/A
* E: -15199.8189 eV
* LUMO level (alpha / beta): -0.8185 / -1.0657 eV